The following is a DFT calculation (ωB97M-V/def2-TZVPD) of a molecular structure, C21H15Cl2O4PTmY.

The energy is -95077.3636 eV. As for the energy relative to the best compared isomer or geometry (same formula, charge and spin): 0.727 eV. The HOMO-LUMO gap (alpha / beta) is 2.66 / 2.20 eV. As for the HOMO energy (alpha / beta): -17.48 / -17.48 eV. For the largest force on an atom, the calculation gives 9.184 eV Å⁻¹.

ORCA input file:
```
! wB97M-V def2-TZVPD RIJCOSX def2/J DEFGRID3
* xyz 4 3
Tm -2.358 0.417 -5.794
Y 0.540 -0.474 -0.353
Cl -0.344 -0.847 -6.016
Cl -1.823 -0.934 -0.901
C 0.072 1.323 1.046
C -2.410 0.488 -8.160
C -3.949 1.878 -6.905
O -0.184 2.168 1.820
O -2.638 0.702 -9.288
O -4.520 2.398 -7.794
O 1.233 -1.726 1.165
P 1.647 -1.412 2.652
C 2.745 0.030 2.699
C 2.954 0.705 3.919
C 3.761 1.837 3.983
C 4.337 2.337 2.811
C 4.133 1.689 1.591
C 3.375 0.521 1.544
C 0.065 -1.276 3.502
C -0.324 -0.074 4.112
C -1.517 -0.016 4.833
C -2.381 -1.112 4.818
C -2.063 -2.280 4.111
C -0.828 -2.368 3.472
C 2.546 -2.858 3.249
C 2.756 -2.922 4.641
C 3.493 -3.963 5.210
C 4.009 -4.972 4.396
C 3.783 -4.945 3.017
C 3.067 -3.892 2.451
H 2.504 0.325 4.835
H 3.963 2.311 4.942
H 4.950 3.228 2.859
H 4.568 2.094 0.673
H 3.277 0.004 0.577
H 0.299 0.815 4.010
H -1.784 0.919 5.330
H -3.360 -0.999 5.269
H -2.797 -3.080 4.000
H -0.596 -3.263 2.886
H 2.340 -2.150 5.283
H 3.675 -3.982 6.287
H 4.583 -5.786 4.836
H 4.152 -5.751 2.375
H 2.888 -3.888 1.376
*
```